Record 1
{"formula": "C28H80MgO13", "method": "ωB97M-V/def2-TZVPD", "symbols": ["Mg", "O", "O", "O", "O", "O", "O", "O", "O", "O", "O", "O", "O", "O", "C", "C", "C", "C", "C", "C", "C", "C", "C", "C", "C", "C", "C", "C", "C", "C", "C", "C", "C", "C", "C", "C", "C", "C", "C", "C", "C", "C", "H", "H", "H", "H", "H", "H", "H", "H", "H", "H", "H", "H", "H", "H", "H", "H", "H", "H", "H", "H", "H", "H", "H", "H", "H", "H", "H", "H", "H", "H", "H", "H", "H", "H", "H", "H", "H", "H", "H", "H", "H", "H", "H", "H", "H", "H", "H", "H", "H", "H", "H", "H", "H", "H", "H", "H", "H", "H", "H", "H", "H", "H", "H", "H", "H", "H", "H", "H", "H", "H", "H", "H", "H", "H", "H", "H", "H", "H", "H", "H"], "xyz": [[-1.039, 2.842, 2.073], [-0.344, 4.353, 0.988], [-1.154, 1.418, 0.705], [0.074, -4.397, 3.521], [6.725, -0.735, 1.555], [3.068, 4.421, -1.019], [0.386, 2.703, 3.447], [-2.657, -4.430, -4.426], [-4.644, -0.039, 5.198], [3.540, -1.555, -3.926], [-2.546, -3.850, 2.933], [-3.409, 3.979, -6.305], [-3.432, 1.966, -1.178], [3.027, -5.076, -1.250], [1.973, 4.165, 4.698], [2.529, 1.864, 4.071], [2.597, 2.315, -0.177], [0.982, -3.394, 3.129], [-2.274, -2.040, -3.868], [-3.590, -3.802, 0.801], [-0.751, 0.159, 0.265], [-2.417, -3.316, 1.660], [-0.923, 4.262, -1.299], [2.033, 0.380, -3.826], [3.610, 3.464, -0.153], [2.147, -4.214, -0.601], [-5.296, 0.888, -2.410], [-0.180, 0.162, -1.151], [-3.172, 3.197, -5.162], [-3.867, 0.799, -1.760], [-1.647, 2.950, -4.908], [2.449, -0.973, -3.208], [-1.809, -3.303, -4.669], [0.302, -0.462, 1.241], [2.459, -3.692, 3.549], [-1.388, 4.644, 0.120], [-3.324, 0.190, 5.631], [-2.352, -0.302, 4.572], [4.376, -0.885, 1.534], [1.730, 3.059, 3.653], [0.673, -4.294, -1.130], [5.612, -0.547, 0.719], [2.800, 1.716, -1.064], [-1.089, 2.661, -5.798], [1.820, 0.241, -4.886], [3.543, 2.218, 4.258], [-3.144, -0.240, 6.616], [1.197, 0.147, 1.370], [-0.045, -0.730, 2.239], [0.691, 0.812, -1.233], [-0.695, 3.197, -1.341], [-3.412, -3.534, 3.200], [-0.038, 4.842, -1.562], [1.414, 5.082, 4.510], [2.531, 1.088, 3.306], [-2.434, -2.222, -2.805], [-3.624, 3.722, -4.320], [3.444, -0.729, 0.990], [-0.815, -4.067, 3.371], [5.613, -1.121, -0.208], [2.094, 3.406, 2.686], [2.165, -4.479, 0.456], [3.044, 4.355, 4.771], [2.204, 1.410, 5.007], [2.559, 5.112, -0.588], [-1.438, -3.584, 1.263], [1.169, 0.828, -3.336], [-3.829, 0.013, -1.005], [2.788, -4.569, 2.991], [4.099, -2.082, -3.350], [-1.443, 2.191, -4.153], [-3.556, -3.487, -0.242], [-1.699, 5.688, 0.073], [3.012, -2.823, 3.192], [1.589, 2.726, -0.232], [-3.194, 1.265, 5.761], [2.773, 1.659, 0.676], [-4.929, 0.595, 4.536], [-1.591, -1.192, -3.918], [-2.320, 4.131, 0.358], [0.367, 4.921, 0.682], [0.910, -3.207, 2.058], [0.115, -0.807, -1.552], [-2.255, 0.341, 3.697], [4.310, -0.245, 2.414], [-3.123, 0.458, -2.479], [-5.624, 0.102, -3.090], [-1.855, -3.139, -5.746], [-2.380, -2.226, 1.660], [-1.345, -0.364, 4.985], [-2.303, -4.980, -3.724], [1.681, 3.857, 5.702], [2.478, -3.181, -0.715], [2.475, -3.814, 4.633], [7.405, -0.094, 1.338], [-5.245, 1.797, -3.010], [-1.168, 3.865, -4.558], [2.859, 1.091, -3.820], [-0.892, 0.575, -1.865], [5.611, 0.485, 0.368], [-0.788, -3.576, -4.405], [0.628, -3.942, -2.161], [2.896, -5.951, -0.876], [4.430, -1.919, 1.875], [1.567, -1.607, -3.114], [-3.262, 3.512, -7.131], [3.746, 3.895, 0.838], [-3.680, 2.244, -5.306], [-2.569, -1.323, 4.258], [-5.981, 1.047, -1.577], [-3.611, -4.878, 0.628], [0.086, -3.598, -0.531], [0.667, -1.439, 0.923], [-4.597, -3.540, 1.128], [-3.252, -1.736, -4.240], [-1.703, 4.453, -2.036], [-2.643, 1.754, -0.675], [0.700, -2.493, 3.672], [-1.609, -0.510, 0.190], [4.593, 3.124, -0.479], [0.306, -5.314, -1.015], [2.718, -0.761, -2.173]], "spin_multiplicity": 2, "energy_ev": -62393.70059, "charge": -1, "orbital_gap_ev": [3.085, 7.453], "fmax_ev_per_a": 3.53, "e_homo_ev": [-1.0, -5.4]}

***

Record 2
{"formula": "C28H81N9O13", "method": "ωB97M-V/def2-TZVPD", "symbols": ["O", "O", "O", "O", "O", "O", "O", "O", "O", "O", "O", "O", "O", "N", "N", "N", "N", "N", "N", "N", "N", "N", "C", "C", "C", "C", "C", "C", "C", "C", "C", "C", "C", "C", "C", "C", "C", "C", "C", "C", "C", "C", "C", "C", "C", "C", "C", "C", "C", "C", "H", "H", "H", "H", "H", "H", "H", "H", "H", "H", "H", "H", "H", "H", "H", "H", "H", "H", "H", "H", "H", "H", "H", "H", "H", "H", "H", "H", "H", "H", "H", "H", "H", "H", "H", "H", "H", "H", "H", "H", "H", "H", "H", "H", "H", "H", "H", "H", "H", "H", "H", "H", "H", "H", "H", "H", "H", "H", "H", "H", "H", "H", "H", "H", "H", "H", "H", "H", "H", "H", "H", "H", "H", "H", "H", "H", "H", "H", "H", "H", "H"], "xyz": [[-18.089, -7.467, -19.918], [-20.919, -4.582, -15.191], [-14.772, 0.590, -16.084], [-17.056, -10.478, -14.407], [-19.592, -3.918, -12.492], [-20.914, -7.008, -18.961], [-17.631, -5.374, -14.233], [-18.501, -2.927, -15.468], [-12.861, -6.669, -12.168], [-18.015, 0.299, -11.899], [-19.519, -9.531, -18.867], [-15.362, -3.298, -10.517], [-14.395, -5.236, -17.174], [-20.229, -9.654, -16.131], [-21.878, -5.245, -17.957], [-17.482, -2.580, -10.393], [-16.504, -2.645, -12.516], [-15.594, -7.159, -13.435], [-20.077, 1.522, -13.442], [-18.039, -0.445, -14.801], [-11.624, -5.172, -14.834], [-20.668, -6.723, -16.741], [-20.845, -0.572, -12.142], [-19.286, -8.757, -14.016], [-13.477, -0.044, -15.961], [-18.165, -10.697, -15.153], [-13.950, -7.228, -11.485], [-21.147, -6.393, -17.922], [-17.073, 0.323, -15.552], [-15.685, -0.149, -15.305], [-11.551, -7.234, -11.858], [-17.089, 1.833, -15.350], [-13.866, -4.276, -14.461], [-15.230, -6.619, -12.031], [-19.040, 0.988, -11.179], [-13.053, -5.287, -15.266], [-20.275, 0.869, -12.059], [-16.375, -11.699, -14.087], [-16.751, 0.514, -11.258], [-20.918, -4.435, -12.703], [-19.008, -9.411, -15.363], [-16.373, -2.972, -11.084], [-19.042, -9.728, -20.208], [-21.521, -4.026, -14.041], [-14.719, -4.735, -18.463], [-13.122, -4.878, -16.747], [-17.284, -3.644, -15.911], [-16.395, -6.705, -11.063], [-17.396, -5.134, -15.614], [-18.818, -8.297, -20.826], [-21.818, -0.475, -12.533], [-15.481, 0.051, -14.249], [-20.008, -7.815, -14.177], [-16.932, -5.949, -13.884], [-19.437, 2.280, -13.294], [-20.739, -6.032, -15.973], [-13.957, -8.287, -11.721], [-16.069, -0.069, -11.894], [-14.970, -5.540, -12.185], [-19.239, 0.530, -10.201], [-21.653, -4.602, -17.235], [-18.761, -7.059, -19.335], [-17.324, -6.559, -11.610], [-18.166, -5.515, -16.272], [-16.317, -3.247, -15.510], [-15.885, -3.082, -13.189], [-13.652, -3.332, -14.968], [-16.434, -5.596, -16.012], [-16.202, -12.418, -14.847], [-18.056, -10.279, -20.085], [-13.218, -0.309, -14.898], [-13.602, -4.209, -13.410], [-17.337, -3.575, -17.011], [-18.261, -8.386, -21.754], [-20.846, -10.236, -15.566], [-11.670, -5.242, -13.850], [-22.036, -4.882, -18.919], [-22.617, -4.190, -14.125], [-18.453, -8.329, -13.501], [-20.027, -4.168, -15.372], [-18.766, -11.465, -14.624], [-15.513, -11.373, -13.641], [-15.607, -1.249, -15.497], [-20.085, -10.210, -17.042], [-12.388, -5.452, -17.365], [-20.897, -1.120, -11.224], [-17.472, -2.785, -12.789], [-17.404, -2.857, -9.445], [-21.571, -3.985, -11.948], [-13.855, -7.136, -10.348], [-20.962, -5.489, -12.577], [-19.839, -7.944, -20.948], [-19.687, -10.414, -20.743], [-14.794, -7.438, -13.968], [-20.197, -1.088, -12.810], [-13.477, -6.291, -15.120], [-13.463, -1.054, -16.400], [-15.727, -4.981, -18.715], [-18.255, -8.847, -15.990], [-16.252, -5.926, -10.267], [-14.539, -3.653, -18.606], [-17.781, -11.171, -16.089], [-20.113, -8.747, -18.896], [-14.949, -4.512, -14.583], [-16.225, -7.922, -13.326], [-12.755, 0.620, -16.370], [-12.959, -3.821, -16.967], [-20.431, -7.705, -16.505], [-16.705, 2.224, -14.352], [-19.742, -9.477, -13.358], [-20.906, 1.862, -13.817], [-16.342, -7.685, -10.532], [-17.265, 0.200, -16.610], [-21.292, -2.940, -14.107], [-17.733, -0.354, -13.850], [-18.965, -4.398, -13.107], [-18.128, 2.106, -15.547], [-18.279, -2.899, -10.910], [-11.388, -7.218, -10.781], [-14.213, -5.255, -19.282], [-16.535, 1.589, -11.144], [-11.131, -5.927, -15.246], [-18.969, -0.021, -14.749], [-16.723, 0.175, -10.248], [-16.898, -12.286, -13.319], [-10.778, -6.632, -12.263], [-18.296, -1.969, -15.168], [-16.473, 2.137, -16.181], [-11.462, -8.213, -12.273], [-18.736, 2.009, -10.997], [-21.000, 1.362, -11.441]], "spin_multiplicity": 1, "energy_ev": -70375.70911, "charge": 0, "orbital_gap_ev": 9.678, "fmax_ev_per_a": 3.79, "e_homo_ev": -9.1, "e_above_lowest_kj_mol": 18.3, "smiles": "COC[C@H](C)N.COC[C@H](C)N.COC[C@H](C)N.COC[C@H](C)N.COC[C@H](C)N.NC(N)=O.NC(N)=O.OCCO.OCCO.OCCO"}

***

Record 3
{"formula": "C28H84O14", "method": "ωB97M-V/def2-TZVPD", "symbols": ["O", "O", "O", "O", "O", "O", "O", "O", "O", "O", "O", "O", "O", "O", "C", "C", "C", "C", "C", "C", "C", "C", "C", "C", "C", "C", "C", "C", "C", "C", "C", "C", "C", "C", "C", "C", "C", "C", "C", "C", "C", "C", "H", "H", "H", "H", "H", "H", "H", "H", "H", "H", "H", "H", "H", "H", "H", "H", "H", "H", "H", "H", "H", "H", "H", "H", "H", "H", "H", "H", "H", "H", "H", "H", "H", "H", "H", "H", "H", "H", "H", "H", "H", "H", "H", "H", "H", "H", "H", "H", "H", "H", "H", "H", "H", "H", "H", "H", "H", "H", "H", "H", "H", "H", "H", "H", "H", "H", "H", "H", "H", "H", "H", "H", "H", "H", "H", "H", "H", "H", "H", "H", "H", "H", "H", "H"], "xyz": [[-3.419, 1.365, 3.028], [3.611, 3.389, 4.297], [-0.776, 0.671, -4.096], [-2.222, -1.366, -3.024], [-2.325, 3.150, -1.929], [6.260, -1.011, 2.214], [-1.261, -3.831, -3.584], [-4.133, 2.472, 0.323], [2.535, 3.077, -2.481], [-0.330, -6.031, 1.307], [-0.264, -2.881, 5.894], [-4.841, -0.929, 3.067], [7.677, 0.448, -2.921], [0.291, -1.757, -1.075], [-4.344, -2.261, 1.115], [2.502, 2.803, 3.617], [-4.155, -2.054, 2.615], [-3.200, 2.426, 3.942], [-0.132, -4.686, 0.970], [-6.582, 2.719, 0.611], [-3.379, -1.005, -2.282], [2.531, 4.207, -1.622], [2.523, 3.755, -0.187], [0.515, 0.143, -4.351], [-4.317, -0.340, -3.339], [6.538, 0.293, -3.659], [-1.090, -4.806, -2.523], [1.444, -4.541, 0.754], [-1.692, 2.716, 4.045], [-2.125, 4.488, -1.706], [0.481, -0.752, -5.531], [1.006, -3.327, 5.973], [-1.044, -6.168, -3.154], [5.486, -0.396, 1.170], [1.941, -2.295, 5.330], [4.177, -1.150, 1.022], [-5.205, 3.310, 0.057], [-1.089, 4.765, -0.643], [0.261, 0.633, -0.875], [2.923, 1.454, 3.061], [0.077, -0.706, -0.191], [5.212, 0.944, -3.197], [-0.833, 5.823, -0.682], [0.186, -0.349, -6.500], [-4.058, -1.296, 0.696], [0.912, -0.428, -3.512], [-3.149, -0.303, -1.480], [-3.788, 3.272, 3.585], [-3.109, 4.923, -1.532], [-7.384, 3.456, 0.652], [1.371, -3.582, 6.968], [5.334, 2.021, -3.080], [-0.418, -1.668, -1.716], [-1.974, -6.463, -3.639], [3.542, 3.409, -0.013], [-0.282, -6.349, -3.912], [1.584, 4.684, -1.872], [4.396, -2.215, 0.950], [-0.534, 0.856, -1.586], [4.435, 0.767, -3.940], [-3.610, 1.749, 2.169], [-3.074, -1.923, 2.643], [6.839, 0.810, -4.570], [2.069, 0.796, 2.899], [6.413, -1.900, 1.886], [3.475, 0.938, 3.846], [2.042, -4.960, 1.563], [-0.193, 4.157, -0.770], [-0.839, -6.073, 2.120], [5.400, 0.659, 1.431], [1.156, 0.537, -1.490], [-1.943, -0.577, -3.496], [3.252, 4.960, -1.942], [3.593, 1.558, 2.208], [-4.397, -2.921, 3.230], [-0.246, -1.501, -5.217], [1.742, -3.517, 0.531], [1.735, -5.091, -0.141], [-0.679, -4.458, 0.055], [-4.532, -1.058, -4.131], [-1.759, -4.668, -1.674], [-0.912, -3.589, 5.851], [2.122, -1.516, 6.070], [2.957, -2.637, 5.130], [-0.913, -0.699, 0.265], [2.858, 3.392, -3.328], [-5.336, -0.085, -3.049], [1.312, 0.857, -4.558], [1.652, 2.868, 4.295], [-3.746, 0.530, -3.664], [-1.300, 4.571, 0.409], [-6.469, 2.276, 1.601], [-4.255, -0.190, 3.248], [-1.415, -2.951, -3.233], [-3.621, 2.179, 4.917], [-5.068, 4.269, 0.557], [1.454, -1.194, -5.747], [-3.883, -1.856, -1.824], [-3.865, -3.062, 0.553], [-0.867, -7.009, -2.484], [7.948, 1.369, -2.937], [-3.474, 2.543, -0.371], [-0.378, -4.045, 1.817], [1.910, 2.860, -0.086], [-5.386, -2.259, 0.797], [-0.957, 1.201, -4.875], [-5.297, 3.576, -0.997], [-1.209, 3.131, 3.161], [2.145, 3.317, 2.725], [6.151, -0.431, 0.308], [1.137, -4.252, 5.412], [6.312, -0.765, -3.788], [0.490, 1.399, -0.134], [2.234, 4.652, 0.361], [3.480, 4.326, 4.131], [3.556, -1.104, 1.916], [-1.665, 4.837, -2.630], [-1.162, 1.847, 4.437], [0.883, -0.715, 0.541], [4.888, 0.521, -2.246], [-0.085, -4.645, -2.135], [-1.554, 3.446, 4.842], [-1.560, 2.844, -2.422], [3.585, -0.723, 0.212], [1.445, -1.989, 4.408], [-6.883, 1.894, -0.035]], "spin_multiplicity": 1, "energy_ev": -59057.34374, "charge": 0, "orbital_gap_ev": 9.363, "fmax_ev_per_a": 3.52, "e_homo_ev": -9.4, "e_above_lowest_kj_mol": 427.5}